Record 1
{
  "formula": "C24H32N2O6",
  "method": "ωB97M-V with the def2-TZVPD basis set",
  "charge": 0,
  "energy_ev": -40673.16780,
  "relative_energy_kj_mol": 166.50,
  "mol_weight_g_mol": 444.5,
  "smiles": "CCc1cc(=O)oc2c3c(cc(OCC(=O)NCCN4CCOCC4)c12)OC(C)(C)CC3",
  "species": ["C", "C", "C", "C", "C", "O", "O", "C", "C", "C", "C", "C", "O", "C", "C", "O", "N", "C", "C", "N", "C", "C", "O", "C", "C", "C", "O", "C", "C", "C", "C", "C", "H", "H", "H", "H", "H", "H", "H", "H", "H", "H", "H", "H", "H", "H", "H", "H", "H", "H", "H", "H", "H", "H", "H", "H", "H", "H", "H", "H", "H", "H", "H", "H"],
  "positions_angstrom": [[-0.78, -2.37, -0.67], [-0.09, -2.47, 0.69], [1.40, -2.44, 0.52], [2.05, -3.62, 0.46], [3.48, -3.73, 0.26], [4.11, -4.76, 0.18], [4.15, -2.55, 0.14], [3.54, -1.35, 0.21], [4.41, -0.26, 0.09], [3.87, 1.02, 0.14], [2.49, 1.19, 0.32], [1.64, 0.11, 0.45], [0.29, 0.28, 0.61], [-0.21, 1.58, 0.80], [-1.72, 1.57, 1.06], [-2.28, 2.54, 1.52], [-2.33, 0.42, 0.73], [-3.76, 0.24, 0.82], [-4.41, 0.23, -0.58], [-5.84, 0.08, -0.62], [-6.59, 1.17, -0.03], [-8.06, 1.01, -0.43], [-8.57, -0.23, 0.01], [-7.82, -1.29, -0.53], [-6.35, -1.19, -0.14], [2.15, -1.21, 0.39], [4.59, 2.15, 0.04], [5.96, 2.04, -0.36], [6.62, 3.34, 0.11], [6.03, 1.93, -1.89], [6.61, 0.83, 0.32], [5.89, -0.46, -0.04], [-0.45, -3.19, -1.31], [-0.52, -1.43, -1.17], [-1.86, -2.44, -0.57], [-0.42, -1.67, 1.35], [-0.37, -3.43, 1.15], [1.53, -4.56, 0.56], [2.14, 2.20, 0.36], [-0.04, 2.20, -0.09], [0.27, 2.07, 1.66], [-1.79, -0.31, 0.30], [-4.15, 1.08, 1.41], [-3.97, -0.70, 1.35], [-3.97, -0.59, -1.16], [-4.16, 1.17, -1.08], [-6.21, 2.12, -0.41], [-6.52, 1.17, 1.07], [-8.68, 1.77, 0.04], [-8.15, 1.08, -1.52], [-8.26, -2.21, -0.14], [-7.90, -1.29, -1.63], [-5.78, -2.00, -0.60], [-6.27, -1.28, 0.96], [6.58, 3.41, 1.19], [7.66, 3.36, -0.21], [6.10, 4.19, -0.32], [5.64, 2.85, -2.33], [7.06, 1.79, -2.21], [5.43, 1.10, -2.24], [7.66, 0.78, 0.05], [6.55, 0.98, 1.40], [6.21, -1.27, 0.61], [6.13, -0.77, -1.07]],
  "lowdin_charge": [-0.077, -0.186, -0.140, 0.058, -0.447, 0.111, 0.130, -0.120, -0.071, -0.198, 0.075, -0.173, -0.069, -0.078, -0.467, 0.071, 0.082, -0.146, -0.175, -0.182, -0.166, -0.196, -0.131, -0.199, -0.173, -0.010, 0.026, -0.542, -0.013, -0.001, -0.111, -0.110, 0.084, 0.077, 0.068, 0.103, 0.117, 0.129, 0.118, 0.146, 0.146, 0.095, 0.118, 0.121, 0.116, 0.126, 0.130, 0.128, 0.125, 0.127, 0.125, 0.127, 0.126, 0.125, 0.088, 0.090, 0.088, 0.090, 0.094, 0.087, 0.128, 0.133, 0.127, 0.126]
}

=====

Record 2
{
  "formula": "FeH52O26",
  "method": "ωB97M-V with the def2-TZVPD basis set",
  "charge": 2,
  "energy_ev": -88457.92516,
  "mol_weight_g_mol": 524.2,
  "multiplicity": 5,
  "species": ["Fe", "O", "H", "H", "O", "H", "H", "O", "H", "H", "O", "H", "H", "O", "H", "H", "O", "H", "H", "O", "H", "H", "O", "H", "H", "O", "H", "H", "O", "H", "H", "O", "H", "H", "O", "H", "H", "O", "H", "H", "O", "H", "H", "O", "H", "H", "O", "H", "H", "O", "H", "H", "O", "H", "H", "O", "H", "H", "O", "H", "H", "O", "H", "H", "O", "H", "H", "O", "H", "H", "O", "H", "H", "O", "H", "H", "O", "H", "H"],
  "positions_angstrom": [[0.20, -0.35, 0.09], [-2.51, 1.44, -2.27], [-2.24, 2.31, -2.56], [-3.39, 1.56, -1.92], [2.67, -0.64, 2.89], [2.91, 0.20, 3.28], [2.65, -1.25, 3.63], [4.61, 0.02, 0.43], [5.13, -0.78, 0.54], [5.13, 0.70, 0.86], [1.48, -2.03, -0.22], [2.17, -2.44, 0.30], [1.27, -2.67, -0.90], [-1.61, -4.17, 0.74], [-2.34, -4.69, 0.39], [-0.85, -4.75, 0.66], [1.09, 3.78, 3.19], [1.67, 3.03, 3.33], [0.49, 3.76, 3.93], [1.92, 0.66, 0.43], [2.14, 1.58, 0.57], [2.62, 0.18, 0.86], [3.87, 3.03, 0.41], [4.71, 2.72, 0.07], [4.08, 3.41, 1.26], [0.23, -0.01, -1.95], [0.40, -0.69, -2.61], [0.14, 0.79, -2.45], [0.36, 2.25, -3.26], [-0.42, 2.79, -3.35], [0.96, 2.78, -2.74], [-4.72, -0.88, 0.05], [-5.40, -1.01, -0.61], [-5.20, -0.65, 0.85], [3.25, -3.99, 0.96], [2.74, -4.35, 1.69], [3.55, -4.77, 0.47], [-1.75, 3.96, 0.48], [-2.37, 4.36, 1.09], [-0.92, 4.39, 0.68], [-1.01, -4.55, 3.78], [-0.12, -4.72, 3.47], [-1.15, -3.62, 3.60], [3.77, -1.11, -2.31], [3.95, -0.88, -1.40], [4.47, -1.71, -2.55], [-1.68, 3.91, -2.55], [-2.27, 4.63, -2.78], [-1.56, 4.00, -1.60], [1.07, -1.82, -4.00], [2.00, -1.70, -3.81], [1.05, -2.17, -4.89], [-1.05, 1.27, 0.56], [-1.36, 2.15, 0.35], [-1.61, 0.99, 1.29], [0.12, -0.76, 2.07], [0.93, -0.78, 2.58], [-0.57, -0.83, 2.72], [-2.39, -0.40, -4.05], [-1.97, 0.21, -4.66], [-2.38, 0.06, -3.21], [-1.45, -1.60, -0.05], [-1.38, -2.53, 0.13], [-2.38, -1.40, 0.05], [0.50, -3.76, -1.84], [-0.11, -4.47, -2.00], [0.60, -3.32, -2.69], [2.25, 3.32, -1.71], [2.63, 3.43, -0.84], [3.00, 3.24, -2.30], [-4.65, 2.02, -0.82], [-5.15, 2.79, -0.56], [-4.18, 1.76, -0.03], [-3.13, 1.09, 2.31], [-3.95, 0.59, 2.20], [-3.16, 1.40, 3.21], [-1.86, -1.54, 4.09], [-1.73, -1.13, 4.94], [-2.81, -1.68, 4.03]],
  "lowdin_charge": [0.757, -0.054, -0.006, 0.005, -0.013, 0.073, 0.081, -0.025, 0.073, 0.050, -0.045, 0.030, -0.003, -0.015, 0.077, 0.059, -0.039, 0.015, 0.038, -0.043, 0.054, 0.013, -0.017, 0.068, 0.076, -0.041, 0.032, 0.007, -0.029, 0.017, -0.006, -0.022, 0.064, 0.033, -0.024, 0.047, 0.063, -0.015, 0.076, 0.072, -0.040, 0.020, -0.016, -0.027, -0.010, 0.048, -0.021, 0.093, 0.033, -0.019, 0.038, 0.078, -0.049, 0.021, 0.008, -0.048, 0.020, 0.041, -0.073, 0.026, -0.046, -0.032, 0.011, 0.054, -0.021, 0.076, 0.029, -0.031, -0.001, 0.070, -0.023, 0.070, 0.018, -0.012, 0.045, 0.070, -0.021, 0.068, 0.067]
}

=====

Record 3
{
  "formula": "C2H3N3O2",
  "method": "ωB97M-V with the def2-TZVPD basis set",
  "charge": 0,
  "energy_ev": -10682.17882,
  "relative_energy_kj_mol": 605.73,
  "mol_weight_g_mol": 101.1,
  "smiles": "O/N=c1/cn[nH]o1",
  "species": ["O", "N", "C", "C", "N", "N", "O", "H", "H", "H"],
  "positions_angstrom": [[-2.72, -0.14, -0.12], [-1.60, 0.65, -0.07], [-0.42, 0.33, 0.22], [0.85, 1.11, 0.14], [1.95, 0.41, -0.13], [1.30, -0.90, -0.30], [0.00, -0.93, 0.37], [-2.28, -1.11, -0.27], [1.09, 2.19, 0.00], [1.84, -1.60, 0.16]],
  "lowdin_charge": [-0.035, 0.011, -0.392, -0.060, 0.101, -0.007, -0.018, 0.166, 0.128, 0.105]
}

=====

Record 4
{
  "formula": "C6H10N2O2",
  "method": "ωB97M-V with the def2-TZVPD basis set",
  "charge": 0,
  "energy_ev": -13456.03097,
  "relative_energy_kj_mol": 377.30,
  "mol_weight_g_mol": 142.2,
  "smiles": "C[C@]12N[C@H]1C(=O)N1C[C@H]12.O",
  "species": ["C", "C", "N", "C", "C", "O", "N", "C", "C", "H", "H", "H", "H", "H", "H", "H", "H", "O", "H", "H"],
  "positions_angstrom": [[1.84, 2.27, 2.25], [1.95, 1.04, 1.39], [3.20, 0.71, 0.73], [2.04, 1.08, -0.09], [1.37, -0.14, -0.68], [1.69, -0.69, -1.70], [0.80, -0.97, 0.60], [1.67, -1.55, 1.65], [1.14, -0.18, 1.79], [0.79, 2.57, 2.36], [2.25, 2.07, 3.25], [2.40, 3.11, 1.80], [3.86, 1.48, 0.77], [2.04, 2.01, -0.67], [1.22, -2.36, 2.22], [2.72, -1.66, 1.39], [0.31, 0.00, 2.48], [-1.14, -0.02, -0.95], [-1.01, -0.70, -0.03], [-1.25, -0.59, -1.72]],
  "lowdin_charge": [-0.015, -0.431, 0.128, -0.147, -0.275, 0.112, -0.013, -0.068, -0.212, 0.090, 0.089, 0.086, 0.112, 0.157, 0.107, 0.111, 0.143, -0.162, 0.164, 0.023]
}

=====

Record 5
{
  "formula": "C5H4N2",
  "method": "ωB97M-V with the def2-TZVPD basis set",
  "charge": 0,
  "energy_ev": -8223.97338,
  "relative_energy_kj_mol": 532.60,
  "mol_weight_g_mol": 92.1,
  "species": ["C", "C", "C", "C", "N", "N", "C", "H", "H", "H", "H"],
  "positions_angstrom": [[-2.11, 1.02, -0.87], [-0.94, 0.80, -0.71], [0.55, -1.05, -0.87], [0.45, 0.40, -0.49], [0.76, 0.44, 0.95], [0.90, -0.75, 1.42], [0.78, -1.62, 0.39], [-3.16, 1.18, -1.02], [1.16, 1.03, -1.04], [0.75, 1.22, 1.59], [0.87, -2.68, 0.63]],
  "lowdin_charge": [0.132, -0.111, 0.036, -0.368, 0.004, 0.086, -0.199, 0.033, 0.152, 0.157, 0.078]
}

=====

Record 6
{
  "formula": "C3H5ClS",
  "method": "ωB97M-V with the def2-TZVPD basis set",
  "charge": 0,
  "energy_ev": -26546.51001,
  "relative_energy_kj_mol": 237.53,
  "mol_weight_g_mol": 108.6,
  "smiles": "CS/C=C\\Cl",
  "species": ["C", "S", "C", "C", "Cl", "H", "H", "H", "H", "H"],
  "positions_angstrom": [[-1.75, -0.37, -0.89], [-1.19, -0.36, 0.91], [0.46, -0.12, 1.42], [1.55, 0.11, 0.55], [1.17, 0.53, -1.18], [-0.76, -0.75, -1.56], [-2.08, 0.74, -1.51], [-2.72, -1.09, -0.99], [0.64, -0.06, 2.57], [2.63, 0.22, 0.65]],
  "lowdin_charge": [-0.500, 0.741, -0.556, -0.520, 0.516, 0.013, 0.111, 0.058, 0.101, 0.037]
}